Arrangement w

# C20H21NO6

C20H21NO6 in the gas phase (the ωB97M-V functional and the def2-TZVPD basis, OMol25).

## Properties
SMILES string   CCCOc1ccc([C@H](CC(=O)O)NC(=O)c2ccc3c(c2)OCO3)cc1
HOMO   -8.67 eV
Orbital gap   8.73 eV

```
! RIJCOSX wB97M-V def2-TZVPD def2/J DEFGRID3
* xyz 0 1
C 6.84 2.07 0.37
C 6.69 1.35 -0.93
C 5.46 0.36 -1.06
O 4.41 1.21 -1.06
C 3.25 0.77 -1.06
C 3.16 -0.83 -1.04
C 1.95 -1.42 -1.01
C 0.66 -0.45 -1.31
C -0.71 -0.92 -1.19
C -1.42 -0.88 -2.67
C -1.59 -2.10 -3.38
O -1.26 -2.48 -4.64
O -2.47 -2.88 -2.89
N -1.54 -0.65 -0.24
C -2.70 -0.99 0.12
O -3.08 -2.14 -0.36
C -3.34 -0.43 1.50
C -2.60 0.14 2.41
C -3.46 0.74 3.35
C -4.65 0.52 3.47
C -5.38 0.07 2.39
C -4.64 -0.76 1.34
O -6.65 -0.14 2.76
C -6.96 0.83 3.70
O -5.65 1.10 4.41
C 0.89 0.91 -1.34
C 2.11 1.41 -1.16
H 7.56 2.89 0.40
H 6.95 1.50 1.30
H 5.86 2.74 0.61
H 7.84 0.83 -1.00
H 6.81 2.07 -1.96
H 5.87 -0.48 -1.91
H 5.75 -0.24 -0.12
H 3.89 -1.61 -0.90
H 1.76 -2.58 -1.24
H -0.65 -2.08 -1.18
H -0.70 -0.11 -3.19
H -2.33 -0.38 -2.54
H -2.67 -2.94 -1.80
H -1.21 0.24 0.15
H -1.59 0.18 2.40
H -2.67 1.17 4.28
H -5.30 -1.22 0.54
H -7.44 1.72 3.96
H -7.41 0.01 4.58
H 0.07 1.54 -1.49
H 2.30 2.32 -1.40
*
```

Partial atomic charges computed with the natural (NBO) method, in multiples of e: number 1, C, carries -0.64; number 2, C, carries -0.41; number 3, C, carries -0.12; number 4, O, carries -0.46; number 5, C, carries 0.42; number 6, C, carries -0.32; number 7, C, carries -0.18; number 8, C, carries -0.03; number 9, C, carries -0.06; number 10, C, carries -0.51; number 11, C, carries 0.74; number 12, O, carries -0.62; number 13, O, carries -0.68; number 14, N, carries -0.55; number 15, C, carries 0.68; number 16, O, carries -0.72; number 17, C, carries -0.09; number 18, C, carries -0.24; number 19, C, carries -0.18; number 20, C, carries 0.16; number 21, C, carries 0.30; number 22, C, carries -0.22; number 23, O, carries -0.45; number 24, C, carries 0.19; number 25, O, carries -0.52; number 26, C, carries -0.21; number 27, C, carries -0.33; number 28, H, carries 0.23; number 29, H, carries 0.21; number 30, H, carries 0.19; number 31, H, carries 0.20; number 32, H, carries 0.21; number 33, H, carries 0.22; number 34, H, carries 0.19; number 35, H, carries 0.23; number 36, H, carries 0.24; number 37, H, carries 0.20; number 38, H, carries 0.24; number 39, H, carries 0.24; number 40, H, carries 0.54; number 41, H, carries 0.39; number 42, H, carries 0.23; number 43, H, carries 0.22; number 44, H, carries 0.28; number 45, H, carries 0.22; number 46, H, carries 0.15; number 47, H, carries 0.21; number 48, H, carries 0.21

***

Arrangement x

# C20H21NO6

C20H21NO6 as an isolated structure (the ωB97M-V functional and the def2-TZVPD basis, OMol25).

## Properties
HOMO   -7.37 eV
Orbital gap   7.80 eV

```
! RIJCOSX wB97M-V def2-TZVPD def2/J DEFGRID3
* xyz 0 1
C -0.15 5.36 -2.19
H 0.73 5.60 -1.72
O 0.25 4.31 -3.24
C 0.83 3.27 -3.02
C 1.11 2.88 -1.90
C 1.85 1.85 -1.54
C 2.10 1.11 -2.55
C 1.90 1.24 -3.97
C 1.23 2.47 -4.18
H 0.82 2.75 -5.09
H 2.27 0.68 -4.65
H 2.89 0.02 -2.52
N 2.18 1.30 -0.39
C 2.16 1.92 1.02
O 1.52 2.91 1.04
C 2.65 1.25 2.17
O 2.72 -0.22 1.84
C 1.74 -0.97 1.74
C 2.16 -2.54 1.54
C 1.08 -3.23 1.46
C -0.27 -2.89 1.33
C -0.47 -1.33 1.70
C 0.58 -0.58 1.83
H 0.26 0.58 1.99
O -1.59 -1.15 1.48
C -2.87 -1.90 1.17
C -4.33 -1.14 1.57
H -4.01 -1.18 2.76
H -5.06 -1.58 1.33
H -4.27 -0.12 1.30
C -2.63 -3.29 1.69
C -1.37 -3.87 1.27
O -1.20 -5.05 1.26
H -3.63 -3.86 1.20
H -2.91 -3.18 2.74
C -2.66 -1.87 -0.28
H -1.88 -2.42 -0.88
H -3.72 -2.24 -0.57
H -2.82 -0.80 -0.76
O 1.48 -4.47 1.25
H 0.37 -5.08 1.28
H 3.16 -2.50 1.62
H 3.67 1.62 2.29
H 1.94 1.34 2.96
H 2.95 0.53 -0.31
H 0.93 3.46 -0.84
H -0.91 4.86 -1.51
H -0.82 6.12 -2.72
*
```

Partial atomic charges computed with the natural (NBO) method, in multiples of e: number 1, C, carries -0.26; number 2, H, carries 0.20; number 3, O, carries -0.48; number 4, C, carries 0.30; number 5, C, carries -0.33; number 6, C, carries 0.06; number 7, C, carries -0.17; number 8, C, carries -0.17; number 9, C, carries -0.25; number 10, H, carries 0.20; number 11, H, carries 0.20; number 12, H, carries 0.14; number 13, N, carries -0.61; number 14, C, carries 0.67; number 15, O, carries -0.56; number 16, C, carries -0.19; number 17, O, carries -0.47; number 18, C, carries 0.46; number 19, C, carries -0.36; number 20, C, carries 0.35; number 21, C, carries -0.42; number 22, C, carries 0.57; number 23, C, carries -0.49; number 24, H, carries 0.20; number 25, O, carries -0.49; number 26, C, carries 0.34; number 27, C, carries -0.51; number 28, H, carries 0.20; number 29, H, carries 0.17; number 30, H, carries 0.22; number 31, C, carries -0.53; number 32, C, carries 0.53; number 33, O, carries -0.59; number 34, H, carries 0.24; number 35, H, carries 0.25; number 36, C, carries -0.68; number 37, H, carries 0.26; number 38, H, carries 0.21; number 39, H, carries 0.23; number 40, O, carries -0.70; number 41, H, carries 0.49; number 42, H, carries 0.23; number 43, H, carries 0.25; number 44, H, carries 0.24; number 45, H, carries 0.41; number 46, H, carries 0.23; number 47, H, carries 0.19; number 48, H, carries 0.22

***

Verdict on stability: arrangement x comes out at the bottom.

***

Arrangement w

# CH10N2O2

A 3-piece molecular cluster, CH10N2O2 overall (the ωB97M-V functional and the def2-TZVPD basis, OMol25).

## Properties
SMILES string   NCN.O.O
HOMO   -8.79 eV
Orbital gap   9.66 eV

```
! RIJCOSX wB97M-V def2-TZVPD def2/J DEFGRID3
* xyz 0 1
N -1.94 -0.62 0.15
C -1.44 -0.28 -1.14
N 0.06 -0.28 -1.30
H -1.84 -1.57 0.40
H -2.11 0.09 0.83
H -1.69 -1.09 -1.81
H -1.70 0.70 -1.50
H 0.43 0.38 -0.60
H 0.45 -1.15 -0.95
O 2.79 1.61 -2.45
H 3.22 1.79 -3.30
H 1.95 1.19 -2.67
O 0.61 -0.06 4.47
H 0.33 0.26 5.33
H 0.91 -0.97 4.54
*
```

Partial atomic charges computed with the natural (NBO) method, in multiples of e: number 1, N, carries -0.88; number 2, C, carries -0.06; number 3, N, carries -0.86; number 4, H, carries 0.37; number 5, H, carries 0.38; number 6, H, carries 0.17; number 7, H, carries 0.19; number 8, H, carries 0.34; number 9, H, carries 0.34; number 10, O, carries -0.95; number 11, H, carries 0.47; number 12, H, carries 0.48; number 13, O, carries -0.95; number 14, H, carries 0.47; number 15, H, carries 0.47

***

Arrangement x

# CH10N2O2

A 3-piece molecular cluster, CH10N2O2 overall (the ωB97M-V functional and the def2-TZVPD basis, OMol25).

## Properties
SMILES string   NCN.O.O
HOMO   -9.08 eV
Orbital gap   9.56 eV

```
! RIJCOSX wB97M-V def2-TZVPD def2/J DEFGRID3
* xyz 0 1
N 0.69 1.31 0.05
C -0.67 1.24 0.57
N -1.31 -0.06 0.71
H 1.36 0.87 0.67
H 0.79 0.89 -0.86
H -0.62 1.81 1.49
H -1.32 1.84 -0.05
H -0.75 -0.60 1.37
H -1.23 -0.57 -0.17
O 1.33 -2.22 1.93
H 0.62 -2.84 1.71
H 1.01 -1.37 1.61
O -0.13 -0.07 -2.67
H 0.72 0.30 -2.94
H -0.49 -0.56 -3.43
*
```

Partial atomic charges computed with the natural (NBO) method, in multiples of e: number 1, N, carries -0.85; number 2, C, carries -0.07; number 3, N, carries -0.83; number 4, H, carries 0.34; number 5, H, carries 0.36; number 6, H, carries 0.18; number 7, H, carries 0.18; number 8, H, carries 0.32; number 9, H, carries 0.36; number 10, O, carries -0.93; number 11, H, carries 0.47; number 12, H, carries 0.46; number 13, O, carries -0.96; number 14, H, carries 0.48; number 15, H, carries 0.48

***

Verdict on stability: arrangement w comes out at the bottom.